No. 1
This record from the OMol25 dataset describes a cluster of 2 separate species, C4H14NO2 in total at a distorted geometry. The level of theory is the ωB97M-V functional and the def2-TZVPD basis.

Atoms and positions in Å:
C: 1.072 1.872 0.012
O: 2.407 1.510 0.247
C: 0.221 0.653 -0.252
C: -1.254 0.896 -0.200
C: -2.100 -0.380 -0.185
N: 0.646 -0.357 0.822
H: 0.959 2.563 -0.829
H: 0.672 2.365 0.894
H: 2.951 1.686 -0.528
H: 0.513 0.110 -1.146
H: -1.537 1.455 -1.097
H: -1.555 1.559 0.615
H: -3.150 -0.167 -0.334
H: -2.064 -0.982 0.716
H: -1.844 -1.016 -1.044
H: -0.004 -0.308 1.616
H: 0.562 -1.313 0.439
H: 1.564 -0.085 1.166
H: 0.748 -3.182 -1.059
H: 0.536 -3.885 0.253
O: 0.657 -2.995 -0.106

Calculated values
spin multiplicity	1
gap between HOMO and LUMO	0.44395	Ha
net charge	+1
E_LUMO	-2.93	eV
E	-9954.1995	eV
max |F|	1.71	eV/Å
HOMO	-15.009	eV
molar mass	108.16	g/mol

No. 2
This record from the OMol25 dataset describes a structure of composition C2HFeO3 at a distorted geometry. The level of theory is the ωB97M-V functional and the def2-TZVPD basis.

Atoms and positions in Å:
H: -3.587 1.238 0.376
O: -1.834 2.212 0.333
O: 2.781 -1.862 -0.237
O: 0.795 -0.685 -0.098
C: -2.482 1.136 0.259
C: 1.771 -1.339 -0.117
Fe: -0.561 0.702 -0.027

Calculated values
spin multiplicity	5
gap between HOMO and LUMO (spin up / spin down)	0.31658 / 0.32008	Ha
net charge	+1
E_LUMO (spin up / spin down)	-4.81 / -5.89	eV
E	-42610.4068	eV
⟨S²⟩	6.0122
max |F|	1.88	eV/Å
HOMO (spin up / spin down)	-13.427 / -14.598	eV
molar mass	128.87	g/mol